1.
18
Properties=species:S:1:pos:R:3:forces:R:3 method="wB97M-V/def2-TZVPD" charge=0 gap_ha=0.4098 homo_ev=-9.90 multiplicity=1
C 1.8601 1.0029 -0.3645 0.0288 0.0554 -0.0425
C 1.3142 -0.1865 0.4235 -0.0324 -0.0252 0.0765
C 0.1264 -0.8192 -0.2673 0.1069 0.0280 -0.0832
C -0.8997 -1.6036 0.4994 -0.0476 -0.1513 0.1028
C -1.2747 -0.2761 -0.1040 -0.1007 0.0746 -0.0783
C -1.6037 0.9043 0.7868 0.0287 0.0355 0.0518
H 2.2307 0.6802 -1.3448 -0.0620 0.0592 0.1327
H 1.0733 1.7467 -0.5372 0.1182 -0.0998 0.0406
H 2.6855 1.4949 0.1608 -0.1061 -0.0777 -0.0728
H 1.0329 0.1309 1.4351 0.0402 -0.0530 -0.1422
H 2.1006 -0.9411 0.5571 -0.1070 0.0905 -0.0379
H 0.3610 -1.2018 -1.2613 -0.0713 0.0799 0.1472
H -0.7938 -1.6384 1.5824 0.0143 0.0393 -0.1559
H -1.2980 -2.5164 0.0640 0.0542 0.1725 0.0583
H -1.8959 -0.3240 -0.9969 0.1107 -0.0676 0.1338
H -2.5263 0.7193 1.3486 0.0992 0.0381 -0.1001
H -1.7488 1.8182 0.1999 0.0504 -0.1346 0.0623
H -0.8142 1.1069 1.5176 -0.1248 -0.0639 -0.0932

---

2.
18
Properties=species:S:1:pos:R:3:forces:R:3 method="wB97M-V/def2-TZVPD" charge=0 gap_ha=0.3644 homo_ev=-8.67 multiplicity=1
C -1.1205 -1.5553 -0.9917 -0.0449 -0.0110 -0.0912
C -0.3527 -1.2791 0.3004 -0.0240 -0.0899 -0.0476
C -0.4154 0.1786 0.7082 -0.4615 -0.4026 0.3324
C 0.6172 0.7243 1.6426 -0.0027 -1.3188 -0.1960
C 0.4730 1.1680 0.0704 1.0762 1.6368 3.5332
C 1.6038 0.8538 -0.8471 0.1298 -0.2111 -0.3633
H -2.1702 -1.2509 -0.8959 0.1722 -0.0518 -0.0069
H -0.6913 -0.9957 -1.8314 -0.0628 -0.0862 0.1347
H -1.1019 -2.6200 -1.2503 -0.0013 0.1678 0.0410
H 0.6904 -1.6050 0.1936 -0.1928 0.1035 0.0274
H -0.7728 -1.8794 1.1188 0.0660 0.0979 -0.1397
H -1.4317 0.5156 0.9025 -0.0091 -0.0838 -0.0346
H 1.4776 0.1128 1.8819 -0.0923 -0.2671 -0.0088
H 0.2574 1.3289 2.4910 0.3867 0.1549 -0.8574
H 0.4227 2.1608 0.5655 -0.9040 0.3301 -2.2804
H 2.3881 1.6176 -0.8361 -0.1981 -0.0908 0.1092
H 1.2205 0.7899 -1.8700 0.1790 -0.0387 -0.0367
H 2.0666 -0.1095 -0.6004 -0.0162 0.1609 -0.1152

---

3.
18
Properties=species:S:1:pos:R:3:forces:R:3 method="wB97M-V/def2-TZVPD" charge=0 gap_ha="0.2849 / 0.2825" homo_ev="-7.43 / -7.22" multiplicity=1
C -1.8202 0.5132 1.2418 -0.0192 0.0450 -0.0417
C -1.2258 -0.6187 0.4356 -0.5446 -0.0121 0.2299
C 0.1267 -1.0459 0.7082 1.0060 0.1584 -0.4257
C 1.0938 -0.4280 -0.6133 -0.8420 -0.3668 0.0931
C 2.2740 0.3118 -0.4413 1.1838 0.1774 0.4717
C 0.2128 0.6228 -1.2319 -0.9871 -0.1913 0.0398
H -1.2235 1.4271 1.1152 -0.0814 -0.1335 0.0670
H -1.8355 0.2991 2.3190 -0.0101 -0.0608 -0.1547
H -2.8432 0.7418 0.9270 0.1404 -0.0307 0.0427
H -1.9253 -1.3591 0.0474 0.1142 0.1265 0.0428
H -0.8958 0.1053 -0.8180 0.3007 0.3645 -0.4475
H 0.2885 -2.1253 0.6829 -0.0420 0.1861 0.0513
H 0.5661 -0.6180 1.6114 -0.1100 -0.0492 -0.0715
H 1.2298 -1.2839 -1.2794 -0.0421 0.1063 0.0847
H 2.2567 1.2273 0.1456 -0.0113 -0.1356 -0.1030
H 3.2514 -0.0282 -0.7771 -0.1573 0.0340 0.0457
H 0.2868 0.7692 -2.3112 -0.0090 -0.0704 0.1772
H 0.1940 1.5777 -0.6978 0.1109 -0.1480 -0.1020

---

4.
18
Properties=species:S:1:pos:R:3:forces:R:3 method="wB97M-V/def2-TZVPD" charge=0 gap_ha=0.3209 homo_ev=-7.91 multiplicity=1
C 1.8704 -1.2939 -0.8655 0.2306 -0.1692 -0.0683
C 0.9639 -0.8787 0.2800 -0.2723 -0.2925 -0.5117
C -0.6341 0.9389 1.1439 -0.7798 0.5548 0.7504
C -0.7971 2.1943 0.4122 0.2853 0.2509 -0.1903
C -1.5326 -0.0710 0.5950 -0.0202 0.0363 0.3592
C -0.4544 -0.6137 -0.3678 1.0167 -0.2647 0.1938
H 1.4262 -2.1056 -1.4524 0.1028 0.0428 0.0459
H 2.8432 -1.6220 -0.4996 0.0481 -0.0417 -0.0765
H 2.0332 -0.4471 -1.5420 0.0059 -0.1208 0.0596
H 0.8283 -1.6969 0.9988 0.0821 0.0984 -0.0866
H 1.4690 -0.0821 0.8488 -0.6869 -0.0282 -0.3729
H -1.4880 2.6881 1.1167 -0.0518 0.0450 -0.0074
H -1.2761 2.1655 -0.5784 -0.0533 -0.0202 0.0582
H 0.0951 2.8103 0.3988 0.1229 0.2075 -0.0292
H -1.8265 -0.8258 1.3234 0.0803 -0.1595 -0.0853
H -2.4180 0.3010 0.0594 0.1361 -0.0888 -0.1517
H -0.3425 0.0312 -1.2469 -0.0649 0.0247 0.2251
H -0.7625 -1.5901 -0.7309 -0.1816 -0.0749 -0.1124

---

5.
18
Properties=species:S:1:pos:R:3:forces:R:3 method="wB97M-V/def2-TZVPD" charge=0 gap_ha=0.4039 homo_ev=-9.78 multiplicity=1
C 1.6248 0.7552 0.7136 0.0434 0.0277 0.0230
C 1.4758 -0.4367 -0.2255 -0.0190 0.0199 -0.0482
C 0.0820 -1.0343 -0.3272 0.0515 -0.0152 -0.1131
C -0.8011 -1.2650 0.8694 -0.0251 -0.0803 0.1663
C -1.2447 -0.3094 -0.2058 -0.1239 0.0321 -0.0852
C -1.5057 1.1631 0.0620 -0.0337 0.0044 0.0189
H 2.5807 1.2527 0.5481 0.0911 -0.1088 0.1341
H 0.8520 1.4925 0.5164 0.2934 0.0084 0.0268
H 1.5583 0.4588 1.7665 0.0165 0.0850 -0.1505
H 2.1700 -1.2310 0.0883 -0.1406 0.1248 -0.1084
H 1.7978 -0.1310 -1.2300 -0.0916 -0.0630 0.1110
H 0.0508 -1.8348 -1.0677 -0.0297 0.1206 0.1580
H -0.4740 -0.8278 1.8123 -0.0924 -0.0387 -0.1894
H -1.3147 -2.2175 0.9725 0.1125 0.1541 0.0118
H -1.9991 -0.7182 -0.8776 0.1229 0.0114 0.1067
H -2.5332 1.2866 0.4209 0.0578 -0.0364 -0.1441
H -1.3923 1.7589 -0.8531 -0.0137 -0.0832 0.1774
H -0.8643 1.5987 0.8296 -0.2196 -0.1628 -0.0952

---

6.
18
Properties=species:S:1:pos:R:3:forces:R:3 method="wB97M-V/def2-TZVPD" charge=0 gap_ha=0.3257 homo_ev=-7.71 multiplicity=1
C 2.0947 0.5818 0.5759 -0.1616 -0.1092 -0.0745
C 0.8935 0.7085 1.5023 -0.2714 0.3009 -0.1032
C -0.9127 -0.4280 0.8954 1.0110 0.8154 0.4476
C -1.1738 0.0498 -0.4681 0.0114 0.0119 -0.0996
C -1.8459 -0.9938 -1.3570 -0.2180 -0.0167 -0.0143
C -0.4386 -0.5869 -1.6222 0.1641 0.0254 -0.0914
H 1.8032 0.7411 -0.4674 0.0432 -0.0225 0.1643
H 2.5653 -0.4064 0.6492 -0.1008 0.1654 -0.0006
H 2.8606 1.3318 0.8242 -0.2220 -0.1625 0.0003
H 1.1527 0.5467 2.5595 -0.2847 -0.1563 -0.3400
H 0.3838 1.6635 1.4019 0.0187 -0.0913 -0.0248
H -1.5312 0.0762 1.6406 0.1333 -0.1374 0.1079
H 0.2183 -0.4998 1.2801 -0.2561 -0.5254 -0.0518
H -1.5253 1.0732 -0.6365 0.1031 -0.2462 0.0438
H -2.0182 -1.9720 -0.9150 0.0386 0.2399 -0.0741
H -2.6351 -0.6311 -2.0092 0.1726 -0.0954 0.0393
H -0.2370 0.0417 -2.4851 -0.0226 -0.1352 0.1252
H 0.3458 -1.2962 -1.3688 -0.1589 0.1392 -0.0542

---

7.
18
Properties=species:S:1:pos:R:3:forces:R:3 method="wB97M-V/def2-TZVPD" charge=0 gap_ha=0.3918 homo_ev=-9.44 multiplicity=1
C 2.3366 0.9936 -0.0677 0.0175 -0.1384 0.0401
C 2.3521 -0.3100 0.1859 -0.0126 0.1620 -0.0236
C -0.4397 -1.6487 -1.0593 -0.2399 0.0644 -0.1221
C -1.1075 -1.8284 0.2730 -0.0178 -0.0945 0.3466
C -1.6805 -1.2937 -1.0065 0.2019 -0.0839 -0.1450
C -1.2978 1.8708 0.5666 0.0302 -0.0017 -0.0031
H 3.0598 1.4577 -0.7336 -0.0775 -0.0946 0.0852
H -0.7394 1.1710 -0.0611 -0.1208 0.1070 0.1057
H 1.5971 1.6517 0.3814 0.1213 -0.1166 -0.0633
H 1.6230 -0.7721 0.8478 0.1138 0.0928 -0.0900
H 3.0890 -0.9715 -0.2642 -0.0856 0.1159 0.0605
H 0.4792 -1.7638 -1.6124 -0.1667 0.0383 0.0722
H -0.8824 -1.1386 1.0941 -0.0280 -0.0905 -0.1658
H -1.3801 -2.8312 0.6144 0.0462 0.1609 -0.0783
H -2.5643 -0.9038 -1.4866 0.1632 -0.0372 0.0617
H -2.1446 1.3544 1.0279 0.1423 0.0942 -0.0911
H -1.6585 2.6994 -0.0479 0.0278 -0.1234 0.0940
H -0.6419 2.2632 1.3482 -0.1152 -0.0548 -0.0837

---

8.
18
Properties=species:S:1:pos:R:3:forces:R:3 method="wB97M-V/def2-TZVPD" charge=0 gap_ha=0.3787 homo_ev=-9.20 multiplicity=1
C 1.4781 0.9311 -0.3684 0.0068 0.0432 -0.0144
C 1.0023 -0.1273 0.5906 -0.0164 0.0198 0.1396
C 0.9065 -1.5216 0.0312 -0.0121 -0.0488 0.0044
C 0.6714 0.1537 1.8501 0.0472 -0.0163 -0.0882
C -2.0702 0.4840 -0.1224 -0.0468 -0.0323 -0.1697
C -2.1275 0.1916 -1.4169 -0.0413 0.0462 0.1642
H 0.8766 0.9080 -1.2863 0.0836 -0.0023 0.1409
H 1.4048 1.9330 0.0661 0.0299 -0.1644 -0.0432
H 2.5221 0.7591 -0.6605 -0.1520 -0.0176 0.0354
H 0.3053 -1.5221 -0.8872 0.0874 0.0165 0.1387
H 0.4457 -2.2120 0.7448 0.0935 0.1125 -0.0914
H 1.8983 -1.9117 -0.2317 -0.1255 0.0927 0.0209
H 0.3221 -0.6186 2.5319 0.0551 0.0905 -0.1116
H 0.7375 1.1656 2.2437 0.0014 -0.1339 -0.0774
H -1.8864 1.4961 0.2304 -0.0307 -0.1438 -0.0817
H -2.1913 -0.2760 0.6452 0.0015 0.0969 -0.1449
H -2.0025 0.9549 -2.1814 -0.0062 -0.0989 0.1190
H -2.3087 -0.8229 -1.7645 0.0247 0.1398 0.0595

---

9.
18
Properties=species:S:1:pos:R:3:forces:R:3 method="wB97M-V/def2-TZVPD" charge=0 gap_ha=0.3427 homo_ev=-8.32 multiplicity=1
C 0.0287 -2.3204 0.8131 -0.8841 -2.0246 -0.5628
C -0.7519 -1.2549 -0.0781 1.6645 0.0709 0.9550
C -0.0765 0.0759 -0.1745 -1.2916 3.7963 -1.2840
C -0.8216 1.2508 -0.1867 2.0904 -1.7063 0.6883
C -0.3087 2.6762 0.0776 -2.5076 -0.9630 -2.1737
C 1.3456 0.0783 -0.6862 0.5966 -1.2210 2.5820
H 0.5716 -3.0721 0.1703 -0.6580 0.6661 0.5488
H -0.8289 -2.8649 1.3220 1.2382 0.1631 -0.5736
H 0.7477 -2.1394 1.6363 -0.4778 1.0822 -0.5946
H -0.7795 -1.5826 -1.1520 -0.8852 -0.4504 1.1902
H -1.6401 -1.1133 0.5596 -0.3401 -0.0096 -1.4934
H -1.8933 1.1982 -0.3501 -0.1412 -0.2843 0.7802
H -1.2084 3.2549 -0.1563 0.2591 0.4868 0.2305
H -0.0693 2.8704 1.0701 0.5088 0.0329 1.8630
H 0.4369 3.0727 -0.5568 1.1280 0.0577 -0.7711
H 1.7705 -0.7704 -0.1531 0.6237 -0.2593 0.0044
H 2.0576 0.8732 -0.4570 -0.6800 0.4479 -0.1805
H 1.4196 -0.2328 -1.6983 -0.2436 0.1148 -1.2086

---

10.
32
Properties=species:S:1:pos:R:3:forces:R:3 method="wB97M-V/def2-TZVPD" charge=0 gap_ha=0.4112 homo_ev=-11.74 multiplicity=1
Rb 14.6260 -7.7795 -6.4481 0.0230 -0.2006 -0.6855
As 16.1820 -7.5227 -9.8756 0.1825 0.1535 -0.0280
F 16.4503 -6.0240 -10.6774 -0.1360 0.1817 0.1357
F 16.5971 -6.8051 -8.3034 0.0150 0.1030 0.2635
F 15.9130 -9.0279 -9.0325 -0.0693 0.0419 0.3445
F 15.6953 -8.2816 -11.3240 -0.0417 -0.0744 -0.3508
F 17.8442 -7.9076 -10.0952 0.0967 -0.2632 0.0334
F 14.5365 -7.0502 -9.5186 -0.1632 -0.0828 0.1670
C 18.6922 -9.7895 -6.0803 0.7081 0.0310 -0.4812
O 18.0483 -10.4843 -5.0101 -0.2173 -0.0801 0.2532
C 16.7369 -10.6909 -5.1604 0.5930 -0.2628 -0.2089
O 16.0930 -10.3020 -6.0999 -0.4120 0.2778 0.1878
O 16.2073 -11.4050 -4.1797 -0.3397 0.1024 0.1796
C 17.0102 -11.8561 -3.0757 0.2084 0.0757 -0.2857
H 18.0616 -9.0220 -6.5171 -0.0606 0.0085 0.0485
H 18.9965 -10.4887 -6.8616 -0.3173 -0.0455 0.0303
H 19.6121 -9.3680 -5.6797 -0.1969 0.0923 0.1992
H 17.6610 -11.0602 -2.7264 0.0047 0.0031 0.0781
H 17.6095 -12.7068 -3.3941 0.0236 -0.0115 0.0683
H 16.3121 -12.1492 -2.3014 -0.0674 -0.0326 -0.0011
C 10.9825 -3.9985 -5.1282 0.0503 -0.0369 -0.0318
O 12.3771 -3.7669 -4.8689 -0.0875 0.1814 -0.0077
C 13.2257 -4.4215 -5.6441 0.0284 -0.0325 0.1109
O 12.9233 -5.2940 -6.4238 0.3460 -0.2682 -0.0889
O 14.4472 -3.9646 -5.3949 -0.0321 0.0846 0.2578
C 15.5268 -4.3810 -6.2314 -0.1672 0.4653 -0.9481
H 10.4882 -3.0640 -4.8862 -0.0759 -0.0236 0.0229
H 10.6103 -4.8031 -4.4973 0.0457 0.0000 0.0554
H 10.8338 -4.2640 -6.1711 -0.0362 0.0584 -0.0063
H 15.2188 -4.4411 -7.2771 -0.1908 -0.3441 0.1136
H 15.9706 -5.3211 -5.9161 0.0685 0.0830 0.1801
H 16.2411 -3.5637 -6.2133 0.2174 -0.1848 0.3941

---

11.
22
Properties=species:S:1:pos:R:3:forces:R:3 method="wB97M-V/def2-TZVPD" charge=0 gap_ha=0.3642 homo_ev=-10.48 multiplicity=1
C 2.0287 -0.1843 0.2057 -0.1320 0.5077 -2.6199
C 0.8464 1.1979 -1.4533 -2.1335 1.1759 -0.5872
C 0.2249 -1.2598 -1.2103 0.3754 2.8487 1.1070
C -0.3638 0.7029 1.7325 2.1351 -1.1064 0.2881
C 0.6763 0.0545 -0.4727 -0.8737 -0.7836 -0.8062
C -0.4653 0.3546 0.4735 3.9850 0.2450 0.5692
N -1.7243 0.4198 -0.0834 -1.6284 0.6554 0.2903
O -1.8734 1.0216 -1.1123 -0.7453 -0.1218 -0.9517
O -2.5994 -0.0220 0.6267 -1.7083 -0.2294 -0.6713
Br -2.9991 -1.7208 3.2138 -0.0822 -0.1870 0.2627
H 2.4438 0.7179 0.5997 0.0833 0.5210 0.7485
H 2.7522 -0.4835 -0.5970 -0.6470 0.0409 0.5921
H 1.9264 -0.9686 0.8699 0.2119 -1.4720 1.7795
H 1.8846 1.4657 -1.4638 0.2717 0.7118 -0.3674
H 0.0888 2.0087 -1.2412 1.6981 -0.2245 0.2937
H 0.4413 0.9771 -2.4441 0.6784 -0.4991 -0.1841
H 0.8235 -1.3996 -2.0235 2.0583 -0.5544 -2.1099
H 0.3467 -2.0107 -0.5282 -0.0443 -2.3946 1.5277
H -0.7343 -1.2061 -1.6310 -1.6073 0.0995 -0.1343
H -1.1732 0.7838 2.3589 -1.9136 0.6299 1.1356
H 0.5972 0.6528 2.2408 -0.0526 0.2586 -0.3419
H -3.1479 -1.1019 1.9393 0.0708 -0.1217 0.1796

---

Calculated F_max (eV/A), listed in the same order as above: 0.19; 4.04; 1.29; 1.22; 0.29; 1.37; 0.36; 0.18; 4.21; 1.07; 4.03
Calculated energy above the lowest of the compared OMol25 structures with the same formula, charge and spin (kcal/mol), listed in the same order as above: 22.7; 49.9; 115.6; 95.7; 28.8; 115.7; 96.2; 40.4; 54.5; 6.4; 84.7
Calculated energy (eV), listed in the same order as above: -6415.9558; -6414.7773; -6411.9272; -6412.7916; -6415.6922; -6411.9223; -6412.7693; -6415.1908; -6414.5764; -96505.5418; -82039.8572